a) C2H3BiO2 as an isolated structure. Source: the Open Molecules 2025 dataset; level of theory: ωB97M-V/def2-TZVPD.

CARTESIAN COORDINATES (ANGSTROEM)
1 C -0.80 0.35 -0.07
2 C -0.32 -0.95 -0.16
3 O 1.01 -1.18 -0.09
4 O 0.21 1.26 0.14
5 H -0.93 -1.60 -0.81
6 H -0.14 2.15 0.29
7 Bi 2.28 0.38 -0.17
8 H -1.32 -0.41 0.88

The HOMO energy (alpha / beta) comes out at -19.316 / -19.317 eV. As for the charge: +2.

b) C2H3BiO2 as an isolated structure. Source: the Open Molecules 2025 dataset; level of theory: ωB97M-V/def2-TZVPD.

CARTESIAN COORDINATES (ANGSTROEM)
1 C -1.01 0.80 4.52
2 O -1.69 0.64 5.48
3 H -1.34 1.24 3.42
4 H -0.59 -0.07 3.76
5 C -0.85 0.32 1.43
6 O -1.35 -0.83 1.24
7 Bi -1.72 0.01 -0.58
8 H 0.16 0.37 1.90

The HOMO energy (alpha / beta) comes out at -19.841 / -17.837 eV. As for the charge: +2.

Most favorable first, least favorable last: a), b)

a) H15NaO8 as an isolated structure. Source: the Open Molecules 2025 dataset; level of theory: ωB97M-V/def2-TZVPD.

CARTESIAN COORDINATES (ANGSTROEM)
1 Na -3.75 10.41 -4.95
2 O -1.24 10.80 -5.61
3 H -0.28 10.62 -5.59
4 O -2.83 12.20 -7.40
5 H -2.30 11.63 -6.83
6 H -2.19 12.74 -7.86
7 O -3.13 9.03 -7.82
8 H -2.29 9.30 -7.44
9 H -3.68 9.81 -7.73
10 O 0.10 13.33 -5.82
11 H -0.34 13.36 -6.67
12 H -0.06 12.45 -5.49
13 O -0.94 8.40 -4.39
14 H -1.41 7.69 -4.83
15 H -1.12 9.17 -4.92
16 O 1.90 10.82 -4.04
17 H 1.00 10.82 -4.38
18 H 2.35 10.16 -4.57
19 O -2.28 10.91 -2.13
20 H -1.88 11.32 -2.90
21 H -2.41 11.63 -1.51
22 O -0.16 9.92 -7.96
23 H -0.52 10.50 -7.28
24 H 0.77 9.87 -7.76

The HOMO energy comes out at -10.279 eV.

b) H15NaO8 as an isolated structure. Source: the Open Molecules 2025 dataset; level of theory: ωB97M-V/def2-TZVPD.

CARTESIAN COORDINATES (ANGSTROEM)
1 Na -0.40 -0.29 -0.12
2 O -0.34 -1.03 2.04
3 H -0.83 -0.81 2.85
4 O 1.28 0.97 2.30
5 H 1.81 0.73 3.06
6 H 0.57 0.32 2.29
7 O -1.27 -2.54 -0.51
8 H -0.83 -3.08 0.15
9 H -2.10 -2.99 -0.67
10 O -0.99 0.30 -2.33
11 H -1.54 -0.10 -3.00
12 H -0.32 0.77 -2.81
13 O -2.45 0.49 1.29
14 H -1.91 -0.21 1.67
15 H -3.33 0.32 1.62
16 O 0.19 2.17 0.11
17 H -0.25 3.01 0.24
18 H 0.53 1.94 0.98
19 O 2.46 1.56 -1.51
20 H 2.21 1.64 -2.43
21 H 1.64 1.39 -1.05
22 O 1.65 -1.30 -1.27
23 H 2.29 -1.77 -0.72
24 H 1.92 -1.51 -2.17

The HOMO energy comes out at -8.361 eV.

Most favorable first, least favorable last: b), a)

a) An isolated ion of composition C2H3ClO2PS and charge -1. Source: the Open Molecules 2025 dataset; level of theory: ωB97M-V/def2-TZVPD.

CARTESIAN COORDINATES (ANGSTROEM)
1 O 1.19 -0.63 -1.50
2 P 1.14 -0.44 -0.03
3 O 1.05 -1.57 0.93
4 Cl 2.73 0.70 0.44
5 C -0.28 0.75 0.39
6 C -1.45 -0.16 -0.37
7 S -2.44 -1.23 0.40
8 H -0.59 0.73 1.38
9 H -0.15 1.76 -0.20
10 H -1.20 0.09 -1.44

The HOMO energy comes out at -5.080 eV. As for the charge: -1.

b) An isolated ion of composition C2H3ClO2PS and charge -1. Source: the Open Molecules 2025 dataset; level of theory: ωB97M-V/def2-TZVPD.

CARTESIAN COORDINATES (ANGSTROEM)
1 O -1.60 -1.46 0.18
2 P -1.25 -0.08 -0.25
3 O -1.53 0.16 -1.70
4 Cl -2.42 1.20 0.92
5 C 0.44 0.55 0.24
6 C 1.40 -0.59 -0.14
7 S 2.57 -0.87 0.88
8 H 0.61 1.54 -0.34
9 H 0.49 0.67 1.37
10 H 1.28 -1.12 -1.16

The HOMO energy comes out at -5.221 eV. As for the charge: -1.

Most favorable first, least favorable last: b), a)

a) One molecule with the formula C21H27N3O4. Source: the Open Molecules 2025 dataset; level of theory: ωB97M-V/def2-TZVPD.

CARTESIAN COORDINATES (ANGSTROEM)
1 C 3.63 3.10 -0.25
2 O 3.05 1.87 -0.62
3 C 3.77 0.72 -0.47
4 C 5.08 0.70 -0.05
5 C 5.81 -0.49 0.04
6 C 7.22 -0.55 0.49
7 C 7.89 0.75 0.85
8 O 7.81 -1.61 0.55
9 C 5.18 -1.69 -0.32
10 C 3.86 -1.68 -0.72
11 C 3.12 -0.50 -0.79
12 O 1.85 -0.64 -1.25
13 C 0.80 0.14 -0.71
14 C 0.38 -0.36 0.69
15 O 1.36 -0.07 1.67
16 C -0.90 0.36 1.13
17 N -1.96 0.23 0.15
18 C -2.64 -1.05 0.22
19 C -3.63 -1.17 -0.95
20 N -4.59 -0.09 -0.91
21 C -5.80 -0.18 -0.29
22 C -6.46 -1.40 -0.06
23 C -7.72 -1.39 0.50
24 C -8.31 -0.18 0.84
25 C -7.59 0.97 0.57
26 N -6.38 0.98 0.04
27 C -3.91 1.19 -0.94
28 C -2.93 1.31 0.23
29 H 3.91 3.11 0.81
30 H 2.87 3.85 -0.43
31 H 4.51 3.33 -0.86
32 H 5.57 1.63 0.20
33 H 8.91 0.55 1.16
34 H 7.89 1.42 0.00
35 H 7.36 1.23 1.67
36 H 5.74 -2.60 -0.26
37 H 3.36 -2.60 -0.99
38 H 1.06 1.20 -0.65
39 H -0.04 0.01 -1.38
40 H 0.23 -1.44 0.63
41 H 2.17 -0.53 1.45
42 H -1.19 -0.03 2.12
43 H -0.65 1.41 1.25
44 H -1.91 -1.85 0.15
45 H -3.20 -1.16 1.17
46 H -4.12 -2.14 -0.93
47 H -3.07 -1.08 -1.89
48 H -6.01 -2.35 -0.33
49 H -8.24 -2.32 0.68
50 H -9.29 -0.13 1.28
51 H -7.99 1.95 0.81
52 H -4.67 1.98 -0.89
53 H -3.36 1.26 -1.89
54 H -2.40 2.26 0.16
55 H -3.50 1.29 1.17

The HOMO energy comes out at -7.851 eV.

b) One molecule with the formula C21H27N3O4. Source: the Open Molecules 2025 dataset; level of theory: ωB97M-V/def2-TZVPD.

CARTESIAN COORDINATES (ANGSTROEM)
1 C 8.45 -2.97 -4.63
2 O 7.08 -2.78 -4.35
3 C 6.72 -2.31 -3.13
4 C 7.61 -1.99 -2.10
5 C 7.11 -1.53 -0.90
6 C 5.76 -1.37 -0.69
7 C 4.87 -1.68 -1.72
8 O 3.55 -1.50 -1.43
9 C 2.59 -1.81 -2.42
10 C 1.24 -1.59 -1.83
11 C 0.68 -1.99 -0.66
12 C -0.63 -1.43 -0.70
13 C -1.64 -1.67 0.37
14 O -1.45 -2.60 1.14
15 N -2.72 -0.87 0.46
16 C -2.99 0.33 -0.29
17 C -2.96 1.54 0.64
18 N -3.94 1.37 1.70
19 C -4.06 2.54 2.57
20 C -4.34 3.84 1.80
21 C -5.00 4.72 2.85
22 C -5.97 3.77 3.55
23 C -5.28 2.40 3.51
24 C -3.60 0.18 2.46
25 C -3.64 -1.05 1.55
26 N -0.80 -0.78 -1.82
27 O 0.35 -0.86 -2.53
28 C 5.35 -2.15 -2.93
29 H 8.49 -3.35 -5.65
30 H 9.01 -2.04 -4.57
31 H 8.89 -3.71 -3.95
32 H 8.67 -2.11 -2.23
33 H 7.80 -1.28 -0.10
34 H 5.37 -1.01 0.24
35 H 2.69 -2.86 -2.73
36 H 2.70 -1.16 -3.30
37 H 1.10 -2.57 0.13
38 H -2.28 0.44 -1.10
39 H -4.00 0.24 -0.71
40 H -3.20 2.43 0.06
41 H -1.94 1.65 1.05
42 H -3.14 2.67 3.17
43 H -3.44 4.29 1.40
44 H -5.04 3.63 0.99
45 H -5.50 5.58 2.42
46 H -4.25 5.08 3.56
47 H -6.20 4.09 4.57
48 H -6.91 3.73 3.00
49 H -5.96 1.64 3.11
50 H -4.97 2.08 4.51
51 H -4.32 0.04 3.27
52 H -2.59 0.26 2.91
53 H -3.36 -1.95 2.10
54 H -4.65 -1.17 1.15
55 H 4.71 -2.40 -3.76

The HOMO energy comes out at -8.516 eV.

Most favorable first, least favorable last: a), b)

a) One molecule with the formula C4H6BClN2O2. Source: the Open Molecules 2025 dataset; level of theory: ωB97M-V/def2-TZVPD.

CARTESIAN COORDINATES (ANGSTROEM)
1 C -2.88 -0.27 -0.04
2 N -1.49 -0.28 0.09
3 N -1.01 -1.48 0.34
4 C 0.35 -1.49 0.50
5 C 0.92 -0.32 0.33
6 B 2.19 0.45 0.02
7 O 2.98 -0.15 -0.94
8 O 2.52 1.64 0.54
9 C -0.55 0.65 -0.10
10 Cl -0.85 2.22 -0.56
11 H -3.33 0.53 -0.79
12 H -3.30 -1.33 -0.25
13 H -3.39 -0.03 0.87
14 H 0.74 -2.53 0.78
15 H 3.82 0.32 -0.95
16 H 3.29 2.07 0.17

The HOMO energy comes out at -8.009 eV.

b) One molecule with the formula C4H6BClN2O2. Source: the Open Molecules 2025 dataset; level of theory: ωB97M-V/def2-TZVPD.

CARTESIAN COORDINATES (ANGSTROEM)
1 C -2.98 -0.06 -0.09
2 N -1.57 -0.23 0.17
3 N -1.11 -1.46 0.36
4 C 0.21 -1.41 0.48
5 C 0.82 -0.20 0.27
6 B 2.27 0.34 0.01
7 O 3.15 -0.73 0.08
8 O 2.48 1.71 -0.22
9 C -0.60 0.64 0.08
10 Cl -0.70 2.28 -0.06
11 H -3.15 0.99 -0.65
12 H -3.35 -0.74 -0.96
13 H -3.63 -0.13 0.69
14 H 0.78 -2.37 0.50
15 H 4.04 -0.68 -0.19
16 H 3.35 2.06 -0.47

The HOMO energy comes out at -8.180 eV.

Most favorable first, least favorable last: b), a)

a) A 2-piece molecular cluster, C3H10S overall. Source: the Open Molecules 2025 dataset; level of theory: ωB97M-V/def2-TZVPD.

CARTESIAN COORDINATES (ANGSTROEM)
1 C 0.63 1.58 1.58
2 S 1.40 0.27 2.58
3 C 0.95 -1.44 3.11
4 H -0.41 1.85 1.85
5 H 1.22 2.54 1.59
6 H 0.40 1.07 0.63
7 H 1.26 -2.08 2.30
8 H -0.12 -1.50 3.37
9 H 1.61 -1.62 3.95
10 C -1.43 -0.09 -4.23
11 H -0.57 0.56 -4.04
12 H -1.25 -0.81 -3.41
13 H -2.47 0.20 -4.05
14 H -1.22 -0.54 -5.21

The HOMO energy comes out at -8.218 eV.

b) A 2-piece molecular cluster, C3H10S overall. Source: the Open Molecules 2025 dataset; level of theory: ωB97M-V/def2-TZVPD.

CARTESIAN COORDINATES (ANGSTROEM)
1 C -2.73 0.29 1.08
2 C -2.25 1.39 -0.02
3 S -1.13 0.50 -1.20
4 H -2.14 -0.61 0.86
5 H -2.63 0.50 2.15
6 H -3.84 0.00 0.98
7 H -1.77 2.38 0.28
8 H -3.19 1.51 -0.69
9 H 0.09 0.49 -0.65
10 C 3.93 -1.30 -0.57
11 H 4.88 -1.54 -1.10
12 H 3.89 -1.80 0.43
13 H 3.86 -0.28 -0.36
14 H 3.04 -1.53 -1.20

The HOMO energy comes out at -9.013 eV.

Most favorable first, least favorable last: b), a)